(1)
The molecule C4H3N3O in a non-equilibrium geometry, computed with the ωB97M-V functional and the def2-TZVPD basis.

Positions of all 11 atoms, in Å:
N: -0.872 -0.769 3.179
C: -0.269 -0.608 2.143
C: 0.385 -0.212 0.868
N: 1.468 0.505 0.838
N: 1.492 1.110 -0.519
C: 0.727 0.520 -1.309
C: -0.211 -0.359 -0.506
O: -1.586 -0.114 -0.782
H: 0.522 0.624 -2.417
H: 0.055 -1.482 -0.648
H: -1.712 0.784 -0.847

Force components x, y, z for each atom (eV/Å):
3.195 0.719 -5.543
-2.115 -0.599 3.944
-0.260 1.591 1.189
-1.910 0.053 -0.917
2.975 0.611 0.489
-2.470 -1.434 -0.062
-0.233 -2.308 -0.646
1.455 -3.871 0.659
0.756 0.469 1.471
-0.919 1.423 -0.448
-0.472 3.347 -0.136

ΔE to the lowest compared entry with this formula, charge and spin: 2.9195 eV
HOMO: -0.403 hartree
Frontier orbital gap: 0.3674 Eh
LUMO: -0.96 eV
SMILES string: N#CC1=NN=C[C@@H]1O


(2)
A cluster of 10 separate species, C17H38Cl10F2N5O8S2 in total in a non-equilibrium geometry, computed with the ωB97M-V functional and the def2-TZVPD basis.

Positions of all 82 atoms, in Å:
N: -0.830 -0.598 0.386
S: 0.372 -1.589 0.444
O: 1.153 -1.562 1.657
O: 1.054 -1.860 -0.791
F: -0.528 -2.895 0.716
S: 0.022 0.815 0.040
O: -0.078 1.284 -1.316
O: 1.303 1.050 0.630
F: -0.981 1.823 0.773
C: 1.381 2.471 3.985
C: 2.444 3.354 3.376
O: 2.871 4.334 3.972
N: 2.974 2.899 2.228
C: 4.087 3.570 1.595
H: 0.395 2.788 3.638
H: 1.378 2.479 5.076
H: 1.533 1.401 3.812
H: 2.580 2.104 1.750
H: 4.996 3.396 2.172
H: 3.945 4.647 1.499
H: 4.224 3.211 0.575
C: -1.036 4.452 -2.421
C: -0.357 4.103 -3.722
O: -0.217 4.927 -4.620
N: 0.052 2.821 -3.846
C: 0.710 2.266 -5.007
H: -0.334 4.339 -1.589
H: -1.867 3.771 -2.239
H: -1.328 5.497 -2.419
H: -0.098 2.190 -3.073
H: 0.020 1.563 -5.481
H: 1.652 1.773 -4.778
H: 0.920 3.072 -5.708
C: -1.212 -0.029 4.098
C: -2.164 -1.194 3.959
O: -2.463 -1.890 4.919
N: -2.550 -1.474 2.693
C: -3.488 -2.523 2.357
H: -1.115 0.591 3.207
H: -0.245 -0.486 4.315
H: -1.529 0.601 4.926
H: -2.147 -0.948 1.932
H: -4.380 -2.073 1.909
H: -3.776 -3.112 3.219
H: -3.091 -3.201 1.598
C: -2.372 -3.275 -2.082
C: -2.475 -2.074 -3.022
O: -2.787 -2.183 -4.196
N: -2.239 -0.897 -2.407
C: -2.555 0.357 -3.080
H: -3.212 -3.937 -2.316
H: -2.366 -2.949 -1.047
H: -1.554 -3.968 -2.283
H: -1.885 -0.817 -1.467
H: -3.638 0.405 -3.233
H: -2.153 0.329 -4.096
H: -2.177 1.240 -2.580
C: -4.169 1.011 0.512
Cl: -4.348 2.700 1.092
Cl: -5.733 0.162 0.734
H: -3.945 1.042 -0.545
H: -3.428 0.537 1.139
C: 4.089 -1.782 -2.081
Cl: 5.644 -2.070 -1.261
Cl: 3.616 -0.084 -2.023
H: 4.188 -2.120 -3.106
H: 3.361 -2.391 -1.557
C: 0.037 -3.966 3.899
Cl: -0.413 -5.301 2.819
Cl: 1.743 -4.034 4.323
H: -0.209 -3.018 3.430
H: -0.537 -4.016 4.819
C: 3.999 -1.747 2.087
Cl: 5.271 -2.907 2.557
Cl: 4.574 -0.134 1.765
H: 3.522 -2.193 1.216
H: 3.183 -1.777 2.803
C: 0.838 -1.573 -4.232
Cl: 0.998 -3.255 -3.696
Cl: 2.238 -1.001 -5.144
H: -0.075 -1.543 -4.820
H: 0.717 -0.928 -3.365

Force components x, y, z for each atom (eV/Å):
1.459 3.418 -0.904
1.595 -4.875 1.681
-0.546 0.464 -0.815
-0.501 0.625 0.459
0.089 0.527 -0.516
-1.347 2.761 -0.699
-0.406 -1.222 0.320
-0.718 -0.979 0.370
0.251 -0.708 0.157
-0.414 -0.665 0.381
0.551 -0.499 1.109
-0.117 0.139 -0.386
0.003 0.340 -0.678
0.207 0.183 -0.131
-0.037 -0.179 -0.026
0.147 0.786 -0.057
-0.069 0.184 -0.756
-0.085 0.023 0.255
0.097 0.081 -0.103
-0.179 0.005 0.312
-0.043 -0.323 0.118
0.466 -0.137 0.428
0.029 0.411 -0.800
0.032 -0.130 0.256
0.194 -0.361 0.503
-0.396 0.379 -0.317
-0.014 -0.197 -0.054
-0.137 0.180 0.062
-0.287 -0.066 -0.239
0.077 0.222 0.044
0.245 -0.142 -0.195
-0.073 -0.067 0.257
-0.104 0.030 0.012
-0.007 -0.117 -0.063
0.280 -0.254 -0.026
-0.191 0.179 -0.046
-0.236 -0.086 0.088
-0.351 -0.033 -0.691
-0.045 -0.104 -0.080
0.093 0.271 0.123
0.102 -0.098 0.112
0.053 -0.040 0.184
-0.067 -0.094 0.200
0.156 0.180 0.220
0.270 0.011 0.134
-0.296 -0.393 -0.611
0.367 -1.055 0.729
-0.014 0.301 -0.047
-0.036 1.334 -0.213
-0.333 -0.702 -1.001
-0.358 0.403 0.334
-0.031 -0.275 0.111
0.482 0.628 -0.038
-0.047 -0.498 0.024
-0.017 0.281 0.170
0.156 0.117 0.071
0.036 -0.166 0.330
-0.896 0.580 0.474
0.233 -0.331 -0.210
0.449 0.013 -0.166
0.149 -0.119 -0.002
0.062 -0.086 -0.158
0.152 -0.343 0.258
0.011 0.050 -0.078
-0.017 -0.110 -0.013
-0.023 0.227 -0.076
-0.200 0.236 -0.040
-0.456 0.149 0.257
-0.076 0.149 0.147
0.219 0.146 -0.042
0.318 -0.114 -0.316
-0.024 -0.297 -0.077
-0.806 -1.239 -0.346
-0.021 0.317 0.156
0.065 0.112 0.097
0.421 0.402 -0.317
0.511 0.378 0.468
-0.513 0.045 0.316
0.207 0.071 -0.032
-0.087 -0.197 -0.209
0.206 0.120 -0.292
0.179 -0.160 0.138

Net charge: -1
HOMO: -0.276 hartree
Frontier orbital gap: 0.3533 Eh
LUMO: 2.12 eV


(3)
A structure of composition C3H6FeO4 in a non-equilibrium geometry, computed with the ωB97M-V functional and the def2-TZVPD basis.

Positions of all 14 atoms, in Å:
O: -1.367 0.722 -1.450
O: -0.862 2.772 -2.233
C: -1.197 1.960 -1.252
O: -1.329 2.440 -0.090
H: -0.466 -1.120 2.014
Fe: -1.666 0.592 0.505
O: -0.450 -0.677 1.159
H: -0.687 2.267 -3.039
C: 0.765 -0.974 0.434
C: 1.606 -1.990 1.088
H: 1.505 -0.114 0.566
H: 1.177 -2.972 1.293
H: 0.447 -1.193 -0.596
H: 2.526 -1.712 1.601

Force components x, y, z for each atom (eV/Å):
-0.184 -0.561 -0.290
-0.036 -0.134 0.542
0.518 1.054 -1.323
-0.300 -0.048 0.534
0.117 -0.185 0.208
-0.713 0.916 -0.156
-0.306 -0.777 1.239
-0.135 -0.085 -0.104
3.194 1.126 -0.138
-0.782 -1.251 0.680
-1.780 -0.210 -1.040
0.320 0.074 -0.134
0.340 0.169 0.341
-0.253 -0.090 -0.357

Net charge: +1
ΔE to the lowest compared entry with this formula, charge and spin: 0.0166 eV
Multiplicity: 6
HOMO (spin up / spin down): -0.500 / -0.550 hartree
Frontier orbital gap (spin up / spin down): 0.3260 / 0.3491 Eh
LUMO (spin up / spin down): -4.74 / -5.47 eV


(4)
The molecule C4H9N3 in a non-equilibrium geometry, computed with the ωB97M-V functional and the def2-TZVPD basis.

Positions of all 16 atoms, in Å:
H: 1.128 0.894 -1.973
N: 0.474 1.472 -1.456
C: -0.371 0.794 -0.765
N: -1.473 1.467 -0.221
N: -0.723 -0.635 -1.163
C: -0.554 -1.418 -0.112
C: -0.036 -0.695 0.977
C: 1.437 -0.388 1.118
H: -1.646 1.242 0.746
H: -1.373 2.464 -0.353
H: -0.799 -0.966 -2.122
H: -0.998 -2.412 -0.102
H: -0.503 -0.916 1.936
H: 1.950 -1.137 1.726
H: 1.560 0.576 1.619
H: 1.928 -0.342 0.146

Force components x, y, z for each atom (eV/Å):
-0.177 -0.150 -0.047
0.032 -0.335 1.039
-0.811 -0.367 -3.152
-0.101 -0.051 0.447
1.168 1.193 0.027
-0.352 0.771 1.570
-0.025 -1.877 0.363
-0.161 0.835 -0.227
-0.069 -0.025 -0.040
0.183 -0.021 0.014
0.188 0.315 0.021
-0.312 0.073 -0.026
0.213 -0.424 0.101
-0.112 -0.078 -0.049
0.255 0.054 -0.084
0.082 0.088 0.043

ΔE to the lowest compared entry with this formula, charge and spin: 3.1688 eV
HOMO: -0.273 hartree
Frontier orbital gap: 0.2972 Eh
LUMO: 0.67 eV
SMILES string: [H]/N=C(/N)N/C=C\C


(5)
The molecule C9H10N2O in a non-equilibrium geometry, computed with the ωB97M-V functional and the def2-TZVPD basis.

Positions of all 22 atoms, in Å:
C: -1.402 0.767 -2.161
C: -1.475 2.635 -0.484
C: 1.002 -0.100 0.138
C: -0.053 -0.714 0.828
C: 1.085 1.242 0.000
C: -1.137 0.135 1.290
C: -1.561 1.250 -0.810
C: 2.098 -0.935 -0.445
C: -0.197 -2.176 0.935
N: -1.375 0.548 -3.305
N: -1.375 3.723 -0.128
O: -1.986 0.391 0.061
H: 0.577 1.939 0.555
H: 1.857 1.701 -0.768
H: -1.879 -0.456 1.694
H: -0.874 1.060 1.676
H: 2.868 -1.086 0.223
H: 2.704 -0.489 -1.200
H: 1.840 -1.951 -0.717
H: -0.114 -2.619 -0.090
H: -1.192 -2.419 1.131
H: 0.587 -2.448 1.577

Force components x, y, z for each atom (eV/Å):
-0.338 1.118 -0.441
-0.042 -1.086 -0.477
0.480 -0.744 0.029
0.990 0.646 -0.391
3.780 0.608 -2.758
-0.861 -0.811 -3.029
-0.109 0.691 -2.327
-0.818 -0.585 -0.867
0.332 0.825 -2.883
0.177 -0.105 1.208
0.044 0.651 0.170
-0.494 -0.653 1.168
-1.247 1.411 1.082
-1.575 -1.034 1.835
-1.111 -0.725 2.419
0.201 1.544 1.276
1.460 -0.321 2.413
-0.347 0.661 -1.208
-0.406 0.003 -0.425
0.639 0.093 0.771
-1.401 -0.657 1.423
0.644 -1.529 1.012

ΔE to the lowest compared entry with this formula, charge and spin: 0.7062 eV
Multiplicity: 3
HOMO (spin up / spin down): -0.277 / -0.380 hartree
Frontier orbital gap (spin up / spin down): 0.3001 / 0.3006 Eh
LUMO (spin up / spin down): 0.63 / -2.17 eV


(6)
A cluster of 2 separate species, C3H12N2O in total in a non-equilibrium geometry, computed with the ωB97M-V functional and the def2-TZVPD basis.

Positions of all 18 atoms, in Å:
N: 1.048 1.487 -0.563
C: 1.115 0.857 0.756
C: 0.003 -0.118 1.025
C: 0.239 -0.941 2.319
N: -0.737 -2.005 2.493
H: 1.189 0.724 -1.215
H: 1.474 2.301 -0.970
H: 2.028 0.234 0.766
H: 1.274 1.615 1.527
H: -0.148 -0.746 0.138
H: -0.902 0.468 1.211
H: 1.236 -1.386 2.234
H: 0.186 -0.169 3.097
H: -0.281 -2.870 2.221
H: -1.497 -1.917 1.828
O: -2.385 0.848 -5.341
H: -1.705 1.489 -5.622
H: -2.138 0.132 -5.903

Force components x, y, z for each atom (eV/Å):
-1.371 -1.554 -0.999
2.256 0.470 -0.336
-0.745 0.448 0.517
0.053 0.893 -1.499
0.095 -0.543 -0.057
-0.172 0.354 -0.314
0.465 0.263 1.202
0.114 0.214 0.341
-0.392 -0.101 0.082
0.009 -0.045 0.195
-0.268 -0.200 -0.368
-0.006 0.209 0.494
0.240 -0.593 0.367
-0.181 -0.061 0.226
-0.094 0.248 0.149
0.665 1.218 0.014
-0.569 0.023 0.508
-0.098 -1.244 -0.524

ΔE to the lowest compared entry with this formula, charge and spin: 0.8818 eV
HOMO: -0.323 hartree
Frontier orbital gap: 0.3561 Eh
LUMO: 0.90 eV
SMILES string: NCCCN.O